# 1
This record from the OMol25 dataset describes a cluster of 2 separate species, C15H23FNO4S in total in a non-equilibrium geometry. The level of theory is ωB97M-V/def2-TZVPD.

Calculated values
* HOMO: -11.0 eV
* total energy: -39153.9472 eV
* M: 332.42 Da
* total charge: +1

Last column: natural (NBO) charge in e.
Geometry (Å):
C (-1.92009, 0.14135, -1.31897)  -0.609
C (-0.75327, -0.24188, -0.33404)  -0.415
C (0.32625, -1.00422, -1.14033)  -0.395
C (1.49861, -1.62379, -0.27769)  -0.269
C (1.62547, -3.15123, -0.55372)  -0.622
C (1.30469, -1.30244, 1.19994)  0.349
C (1.72347, -0.04612, 1.64967)  -0.207
C (1.52027, 0.28689, 2.98603)  -0.005
C (1.97182, 1.69111, 3.41470)  0.767
O (2.77623, 1.85677, 4.28045)  -0.470
O (1.40839, 2.70148, 2.67734)  -0.708
C (0.89692, -0.63540, 3.87091)  -0.023
C (0.64260, -0.24554, 5.32504)  -0.557
C (0.97614, -1.34471, 6.32926)  0.863
O (0.14404, -1.98372, 6.89704)  -0.496
F (2.27361, -1.60199, 6.63662)  -0.317
C (0.55452, -1.85304, 3.35372)  0.074
N (0.75913, -2.16182, 2.05378)  -0.441
H (-2.52996, 0.91609, -0.82895)  0.211
H (-1.42385, 0.52950, -2.23671)  0.255
H (-2.54215, -0.74026, -1.53661)  0.206
H (-1.22644, -0.85192, 0.46034)  0.183
H (-0.39368, 0.71814, 0.07689)  0.201
H (0.74648, -0.28593, -1.85994)  0.238
H (-0.18172, -1.84865, -1.63138)  0.222
H (2.46510, -1.18197, -0.56722)  0.241
H (0.69766, -3.68641, -0.28384)  0.197
H (2.51284, -3.58746, -0.06695)  0.228
H (1.73505, -3.24617, -1.64649)  0.251
H (2.17694, 0.66802, 0.95938)  0.268
H (0.77335, 3.19075, 3.22170)  0.519
H (-0.44351, -0.07128, 5.42217)  0.272
H (1.10755, 0.71581, 5.59050)  0.279
H (0.08316, -2.60713, 3.99173)  0.253
H (0.47544, -3.08727, 1.74460)  0.453
C (-2.68507, 1.57270, -6.63293)  -0.829
S (-1.31359, 1.96319, -5.53833)  1.254
O (-1.54559, 1.22997, -4.25903)  -1.011
C (-1.77513, 3.67926, -5.26173)  -0.829
H (-2.61736, 0.52058, -6.90331)  0.244
H (-3.63023, 1.75803, -6.12209)  0.234
H (-2.61545, 2.18392, -7.53275)  0.235
H (-2.77925, 3.72863, -4.83972)  0.233
H (-1.73508, 4.22177, -6.20628)  0.236
H (-1.06434, 4.11636, -4.56280)  0.239

# 2
This record from the OMol25 dataset describes an isolated molecule of C13H14N2O3S2 in a non-equilibrium geometry. The level of theory is ωB97M-V/def2-TZVPD.

Calculated values
* HOMO: -7.5 eV
* total energy: -44492.0297 eV
* M: 310.40 Da
* relative energy (zero: lowest compared OMol25 entry of this formula, charge and spin): 245.8 kcal/mol
* SMILES string: CCOC(=O)Cc1csc(NC(=O)Cc2cccs2)n1

Last column: natural (NBO) charge in e.
Geometry (Å):
C (-3.66478, -0.96879, -3.52179)  -0.629
C (-4.77213, -0.51211, -2.60536)  -0.042
H (-5.06219, 0.43612, -2.86651)  0.186
H (-5.54695, -1.13133, -2.56699)  0.186
O (-4.15947, -0.32274, -1.29891)  -0.556
C (-3.36296, 0.56540, -0.72152)  0.777
O (-3.18621, 1.55130, -1.23526)  -0.573
C (-2.72191, 0.26898, 0.45757)  -0.465
C (-1.58395, -0.71860, 0.30945)  0.150
C (-1.80943, -2.07409, 0.48971)  -0.401
S (-0.12080, -3.02062, 0.09499)  0.113
C (0.56267, -1.25213, -0.25676)  0.438
N (-0.50858, -0.09835, -0.04505)  -0.610
N (1.71731, -1.23959, -0.57548)  -0.669
C (2.51618, 0.04096, -0.97005)  0.747
O (3.60871, -0.22722, -1.17294)  -0.495
C (1.79427, 1.42312, -0.45584)  -0.508
C (2.15587, 1.60218, 1.00824)  -0.165
C (1.25810, 1.43208, 1.81370)  -0.204
C (1.91278, 1.71362, 3.28829)  -0.248
C (3.27965, 2.12390, 3.02348)  -0.513
S (3.87048, 1.85972, 1.59742)  0.475
H (3.95910, 2.18768, 3.86610)  0.246
H (1.39725, 1.69858, 4.28203)  0.230
H (0.37791, 1.26043, 1.55494)  0.227
H (2.36027, 2.02177, -1.20802)  0.235
H (0.74755, 1.49191, -0.67427)  0.296
H (2.22966, -2.15358, -0.82605)  0.436
H (-2.57896, -2.69390, 0.91292)  0.233
H (-3.61145, -0.20877, 1.26439)  0.214
H (-2.34416, 1.08414, 0.88287)  0.236
H (-2.71330, -0.13648, -3.65696)  0.217
H (-3.25437, -1.96660, -3.35341)  0.223
H (-4.07708, -0.79342, -4.52938)  0.213

# 3
This record from the OMol25 dataset describes a cluster of 2 separate species, C4H3NO2 in total. The level of theory is ωB97M-V/def2-TZVPD.

Calculated values
* HOMO: -10.5 eV
* total energy: -9775.8936 eV
* M: 97.07 Da
* relative energy (zero: lowest compared OMol25 entry of this formula, charge and spin): 133.6 kcal/mol
* SMILES string: O=CC#[N+][O-].C#C

Last column: natural (NBO) charge in e.
Geometry (Å):
O (2.10758, -0.65972, 0.70708)  -0.472
C (2.02697, -0.26674, -0.43257)  0.354
C (0.78094, 0.18776, -1.03410)  0.048
N (-0.24359, 0.54485, -1.45610)  0.272
O (-1.29335, 0.91006, -1.88979)  -0.351
C (-2.13234, 0.03642, 1.16010)  -0.227
C (-1.01734, -0.29034, 1.47228)  -0.274
H (2.89890, -0.22341, -1.10484)  0.160
H (-3.12410, 0.32699, 0.88629)  0.237
H (-0.00368, -0.56588, 1.69166)  0.252

# 4
This record from the OMol25 dataset describes a cluster of 10 separate species, C54H91BN16O10 in total in a non-equilibrium geometry. The level of theory is ωB97M-V/def2-TZVPD.

Calculated values
* HOMO (alpha / beta): -12.3 / -14.4 eV
* spin multiplicity: 2
* total energy: -102422.9432 eV
* M: 1135.24 Da
* total charge: +5

Last column: Mulliken spin population.
Geometry (Å):
O (-3.87043, -1.67502, -2.08498)  0.000
C (-2.73571, -1.34439, -1.88702)  -0.005
O (-2.35025, -0.46668, -0.99818)  -0.022
B (-0.91271, -0.27316, -0.98598)  -0.155
O (-0.50355, -1.12355, -2.11884)  0.059
C (-1.48915, -1.75225, -2.65491)  -0.017
O (-1.41469, -2.48674, -3.65542)  0.000
O (-0.38084, -0.79359, 0.25970)  0.000
C (0.44137, 0.08591, 0.82823)  0.450
O (1.03612, -0.03592, 1.89772)  0.176
C (0.41842, 1.34999, -0.06016)  0.291
O (-0.46043, 1.11486, -1.03742)  -0.005
O (0.93920, 2.40592, 0.17859)  0.165
C (2.26020, 1.67395, -3.48325)  -0.021
C (2.09310, 3.13565, -3.84374)  0.003
N (1.05077, 3.40491, -4.79510)  -0.001
C (-0.30418, 2.97868, -4.80743)  0.002
C (-1.02235, 3.60935, -5.84239)  0.001
N (-0.11450, 4.35387, -6.52156)  0.000
C (1.09755, 4.30185, -5.85673)  0.000
C (-0.43096, 5.17998, -7.65887)  0.000
H (2.95641, 1.49887, -2.66305)  0.006
H (2.69997, 1.16020, -4.33809)  0.004
H (1.36229, 1.11673, -3.21608)  0.024
H (3.04054, 3.54396, -4.19551)  0.000
H (1.87625, 3.65086, -2.90799)  0.001
H (-0.68498, 2.34317, -4.02159)  0.001
H (-2.07165, 3.60923, -6.09808)  0.000
H (1.97856, 4.87217, -6.11160)  0.000
H (-1.38551, 5.69063, -7.53167)  0.000
H (-0.44410, 4.63602, -8.60335)  0.000
H (0.39856, 5.88685, -7.64035)  0.000
C (0.40243, 3.51059, 3.66986)  -0.004
C (1.64553, 2.63895, 4.10931)  0.009
N (2.07928, 2.90669, 5.49459)  -0.001
C (1.50435, 2.32483, 6.60704)  0.000
C (2.14136, 2.91244, 7.70441)  0.000
N (3.19531, 3.74514, 7.30166)  0.000
C (3.11920, 3.72983, 5.89237)  0.000
C (3.99253, 4.56994, 8.13840)  0.000
H (0.11305, 3.20753, 2.66361)  0.006
H (0.65807, 4.57018, 3.67611)  -0.001
H (-0.40011, 3.40598, 4.39999)  0.001
H (2.47062, 2.86406, 3.43355)  0.001
H (1.66544, 1.55751, 3.97446)  -0.008
H (0.73528, 1.57016, 6.53356)  -0.001
H (1.91988, 2.79711, 8.75515)  0.000
H (3.73614, 4.31235, 5.22421)  0.000
H (4.76671, 5.20053, 7.70126)  0.000
H (4.45390, 3.99657, 8.94244)  0.000
H (3.39393, 5.33854, 8.62729)  0.000
C (2.64220, -3.15832, 0.04185)  0.012
C (2.67437, -3.14750, -1.51683)  -0.048
N (2.10368, -4.34895, -2.04736)  0.002
C (1.14611, -4.36824, -3.05316)  0.004
C (0.84260, -5.74882, -3.33089)  0.000
N (1.60164, -6.52392, -2.46156)  0.000
C (2.42018, -5.68887, -1.74016)  0.000
C (1.66505, -7.98253, -2.46413)  0.000
H (2.34097, -2.21278, 0.49276)  0.000
H (3.67969, -3.28236, 0.35224)  -0.001
H (2.04706, -3.98451, 0.43082)  0.001
H (3.70791, -3.05433, -1.85035)  -0.003
H (2.11891, -2.29630, -1.91055)  0.045
H (0.74672, -3.47225, -3.50491)  -0.001
H (0.21547, -6.22537, -4.06982)  0.000
H (3.23537, -6.06859, -1.14211)  0.000
H (2.69120, -8.26536, -2.22937)  0.000
H (1.40992, -8.56257, -3.35102)  0.000
H (1.00073, -8.35944, -1.68649)  0.000
C (-4.70636, -2.15545, 8.68739)  0.000
C (-5.05865, -2.28499, 7.18161)  0.000
N (-3.78232, -2.23983, 6.42539)  0.000
C (-2.79915, -3.19820, 6.35426)  0.000
C (-1.67328, -2.67714, 5.66637)  0.000
N (-2.01526, -1.38447, 5.32073)  0.000
C (-3.32733, -1.17154, 5.68479)  0.000
C (-1.24937, -0.40560, 4.51965)  0.022
H (-4.17932, -3.05636, 9.00160)  0.000
H (-5.66060, -2.03893, 9.20113)  0.000
H (-4.04003, -1.31554, 8.88403)  0.000
H (-5.66925, -1.40939, 6.96116)  0.000
H (-5.63613, -3.15279, 6.86291)  0.000
H (-2.97654, -4.21574, 6.66972)  0.000
H (-0.73208, -3.09178, 5.33676)  0.000
H (-3.79687, -0.25742, 5.35265)  0.000
H (-1.90615, 0.30624, 4.01962)  0.001
H (-0.56607, -0.85501, 3.79906)  -0.014
H (-0.51369, 0.14020, 5.11041)  -0.006
C (4.59847, 0.81047, 1.32685)  -0.016
C (4.70924, -0.54456, 1.93155)  -0.002
N (5.68782, -0.62780, 2.99466)  0.000
C (5.34152, -0.52174, 4.33398)  0.000
C (6.54652, -0.55497, 4.98238)  0.001
N (7.61585, -0.73732, 4.11013)  0.000
C (7.04997, -0.85778, 2.85305)  0.000
C (9.02360, -0.90614, 4.51529)  0.000
H (5.50663, 0.69930, 0.73440)  0.000
H (4.57110, 1.68394, 1.97830)  0.001
H (3.81479, 0.88939, 0.57339)  0.030
H (5.04146, -1.23417, 1.15556)  0.001
H (3.72399, -0.87811, 2.25734)  0.000
H (4.30464, -0.43793, 4.62424)  0.000
H (6.87052, -0.42445, 6.00433)  0.000
H (7.60828, -0.94980, 1.93314)  0.000
H (9.56626, -1.71024, 4.01826)  0.000
H (9.06874, -1.10624, 5.58582)  0.000
H (9.49383, 0.05893, 4.32656)  0.000
C (-3.89672, -4.79422, -3.27669)  0.000
C (-3.01988, -5.52918, -2.18574)  0.000
N (-2.83059, -4.90855, -0.88322)  0.000
C (-3.67366, -4.21686, -0.04591)  0.001
C (-3.02558, -3.72962, 1.06531)  -0.001
N (-1.69934, -4.07634, 0.92257)  0.000
C (-1.59950, -4.77482, -0.29848)  0.000
C (-0.64441, -3.85004, 1.81272)  0.003
H (-4.01225, -5.39044, -4.18182)  0.000
H (-3.42560, -3.89199, -3.66670)  0.000
H (-4.92522, -4.68321, -2.93324)  0.000
H (-2.09953, -5.96430, -2.57526)  0.000
H (-3.75569, -6.30909, -1.98972)  0.000
H (-4.74245, -4.16561, -0.19241)  0.000
H (-3.39693, -3.22633, 1.94576)  0.000
H (-0.69330, -5.26619, -0.62063)  0.000
H (-0.33894, -2.82607, 2.02786)  0.001
H (0.25835, -4.38852, 1.52434)  0.001
H (-1.02355, -4.29956, 2.73049)  0.000
C (-0.20531, -0.26265, -6.17334)  0.000
C (-1.15792, 0.41045, -7.23484)  0.000
N (-0.40178, 0.98235, -8.33374)  0.000
C (0.96920, 1.33931, -8.31592)  0.000
C (1.25723, 1.98643, -9.47410)  0.000
N (0.04032, 2.09876, -10.17458)  0.000
C (-0.95043, 1.50400, -9.42522)  0.000
C (-0.09707, 2.89701, -11.36025)  0.000
H (0.35845, 0.42790, -5.54611)  0.001
H (0.51814, -1.01618, -6.48464)  0.000
H (-0.78115, -0.74179, -5.38155)  -0.001
H (-1.94114, 1.06728, -6.85637)  0.000
H (-1.65986, -0.44832, -7.68056)  0.000
H (1.59581, 1.02037, -7.49613)  0.000
H (2.12188, 2.52752, -9.82907)  0.000
H (-1.99134, 1.52183, -9.71260)  0.000
H (-0.07711, 2.29578, -12.26922)  0.000
H (0.70839, 3.62164, -11.47955)  0.000
H (-1.02261, 3.47274, -11.36461)  0.000
C (-1.26112, 4.63778, -1.40713)  0.005
C (-2.46774, 3.81679, -1.04646)  -0.001
N (-2.74062, 3.60660, 0.39095)  -0.003
C (-3.21740, 2.45067, 0.96316)  0.015
C (-3.57452, 2.70521, 2.28115)  0.006
N (-3.16756, 3.96810, 2.58304)  0.000
C (-2.66224, 4.51090, 1.44403)  0.001
C (-3.40158, 4.66311, 3.84336)  0.000
H (-0.33743, 4.27376, -0.95728)  -0.003
H (-1.48126, 5.67128, -1.13967)  0.000
H (-1.05640, 4.54797, -2.47395)  0.001
H (-2.47434, 2.82393, -1.49622)  0.000
H (-3.30910, 4.44349, -1.34218)  0.000
H (-3.39060, 1.54087, 0.40758)  -0.011
H (-4.09478, 2.03239, 2.94677)  0.001
H (-2.28349, 5.52222, 1.43035)  0.000
H (-2.47616, 4.66214, 4.41928)  0.000
H (-4.22766, 4.20927, 4.39082)  0.000
H (-3.81737, 5.66198, 3.71117)  0.000
C (-5.80181, -0.18706, 0.77748)  0.000
C (-5.65651, -0.54977, 2.30790)  0.000
O (-4.44035, -0.61624, 2.67524)  0.000
O (-6.69556, -0.63250, 2.92644)  0.000
H (-5.38228, -1.02758, 0.22464)  0.000
H (-5.26864, 0.66630, 0.35842)  0.000
H (-6.86313, -0.06235, 0.56269)  0.000